# 1
{
  "formula": "C5H8O2",
  "method": "ωB97M-V with the def2-TZVPD basis set",
  "e_lumo_ev": 0.997,
  "e_above_lowest_kj_mol": 91.3,
  "homo_lumo_gap_ev": 11.299,
  "total_charge": 0,
  "smiles": "CC1(OC=O)CC1",
  "spin_multiplicity": 1,
  "homo_ha": -0.3786,
  "symbols": ["C", "C", "O", "C", "O", "C", "C", "H", "H", "H", "H", "H", "H", "H", "H"],
  "positions_angstrom": [[-1.342, -0.698, 0.034], [0.047, -0.134, 0.204], [0.076, 1.221, 0.658], [-0.424, 2.151, -0.164], [-0.878, 1.970, -1.263], [1.174, -0.559, -0.679], [1.159, -0.946, 0.780], [-1.776, -0.387, -0.919], [-1.988, -0.347, 0.845], [-1.313, -1.791, 0.074], [-0.361, 3.131, 0.333], [0.963, -1.320, -1.427], [1.887, 0.199, -0.991], [0.948, -1.977, 1.049], [1.856, -0.433, 1.437]],
  "nbo_charge": [-0.63, 0.23, -0.50, 0.65, -0.58, -0.43, -0.43, 0.24, 0.22, 0.22, 0.12, 0.22, 0.23, 0.22, 0.23]
}



# 2
{
  "formula": "C3H4O",
  "method": "ωB97M-V with the def2-TZVPD basis set",
  "e_lumo_ev": [-0.230, -0.162],
  "e_above_lowest_kj_mol": 487.4,
  "homo_lumo_gap_ev": [7.871, 8.951],
  "total_charge": 0,
  "spin_multiplicity": 1,
  "homo_ha": [-0.2977, -0.3349],
  "symbols": ["C", "C", "C", "O", "H", "H", "H", "H"],
  "positions_angstrom": [[-1.760, 0.549, -0.181], [-0.695, 0.138, 0.219], [0.693, -0.154, 0.553], [1.524, 0.517, -0.285], [-2.702, 1.088, -0.418], [0.697, -2.074, -0.130], [0.991, -0.801, 1.406], [1.252, 0.737, -1.165]],
  "nbo_charge": [-0.21, -0.12, 0.09, -0.68, 0.25, -0.10, 0.27, 0.51]
}



# 3
{
  "formula": "C10H19FMgN3O5P",
  "method": "ωB97M-V with the def2-TZVPD basis set",
  "e_lumo_ev": -3.435,
  "homo_lumo_gap_ev": 3.730,
  "total_charge": 0,
  "spin_multiplicity": 1,
  "homo_ha": -0.2633,
  "symbols": ["N", "C", "N", "N", "C", "C", "C", "C", "P", "C", "O", "O", "O", "C", "C", "C", "C", "O", "F", "O", "H", "H", "H", "H", "H", "H", "H", "H", "H", "H", "H", "H", "H", "H", "H", "H", "H", "H", "H", "Mg"],
  "positions_angstrom": [[-1.579, 3.247, -1.818], [-2.498, 2.630, -1.163], [-3.543, 1.876, -1.848], [-2.435, 2.698, 0.260], [-3.605, 2.087, 0.936], [-3.289, 0.534, 1.171], [-1.774, 0.274, 1.572], [-0.910, -0.371, 0.427], [0.916, -0.585, 1.065], [1.375, 1.140, 0.273], [1.396, 1.196, -0.991], [1.598, 2.161, 0.999], [2.447, -0.800, 1.888], [3.008, -1.960, 1.255], [2.917, -1.607, -0.308], [3.451, -2.720, -1.282], [4.883, -2.359, -1.845], [5.539, -1.481, -1.416], [5.381, -3.147, -2.874], [1.507, -1.248, -0.451], [-1.703, 3.131, -2.827], [-3.475, 2.051, -2.852], [-3.354, 0.874, -1.743], [-2.227, 3.638, 0.590], [-3.642, 2.529, 1.975], [-4.583, 2.260, 0.422], [-3.645, -0.089, 0.310], [-3.927, 0.242, 2.058], [-1.802, -0.478, 2.416], [-1.307, 1.198, 2.009], [-0.979, 0.177, -0.567], [-1.333, -1.432, 0.235], [0.504, -0.004, 2.322], [0.440, -1.853, 1.563], [2.472, -2.923, 1.488], [4.055, -2.059, 1.662], [3.467, -0.627, -0.351], [3.579, -3.695, -0.740], [2.782, -2.838, -2.175], [-0.109, -1.668, -1.645]],
  "nbo_charge": [-0.69, 0.55, -0.87, -0.64, -0.23, -0.41, -0.43, -0.76, 1.20, 0.57, -0.68, -0.57, -0.75, -0.11, 0.06, -0.55, 0.88, -0.50, -0.35, -0.94, 0.32, 0.38, 0.36, 0.41, 0.20, 0.21, 0.19, 0.22, 0.22, 0.27, 0.20, 0.17, -0.08, -0.07, 0.17, 0.22, 0.25, 0.25, 0.24, 1.08]
}